127
Properties=species:S:1:pos:R:3:forces:R:3 method="wB97M-V/def2-TZVPD" lumo_energy_ev=-0.13 gap_ev=7.109 charge=0 e_above_lowest_kcal_mol=1145.5 total_energy_ha=-4943.68095 max_force_ev_per_a=16.78
C 19.3879 -10.1498 21.3713 -0.8 -1.2 1.2
C 20.3415 -10.4581 22.5388 0.5 0.1 -0.2
O 20.1589 -9.3892 23.4092 -0.8 3.2 1.8
S 19.8412 -7.9261 22.6837 -0.5 -1.6 1.8
O 21.0820 -7.3476 22.2048 -0.4 -3.3 4.6
O 18.8963 -7.0369 23.3840 2.1 -3.0 -1.1
O 19.0127 -8.7660 21.4151 1.2 0.0 1.2
H 18.4524 -10.6570 21.6073 0.0 -0.3 -0.4
H 19.8210 -10.5066 20.4369 -0.4 0.5 0.3
H 21.4068 -10.4796 22.3091 -0.3 -0.2 -0.2
H 20.1514 -11.3674 23.1091 -0.5 0.0 -0.2
C 19.5702 -9.4076 18.2937 -2.4 -2.9 -1.5
C 19.6242 -9.7912 16.7845 1.7 0.9 0.8
O 18.8481 -8.7640 16.1804 -0.6 1.1 -0.2
S 18.7039 -7.3779 17.0665 3.5 -5.8 -3.4
O 17.3346 -7.0944 17.2838 8.5 -13.5 -5.2
O 19.5448 -6.3546 16.4766 -8.6 -4.6 -3.6
O 19.4684 -8.0300 18.3868 -1.1 -0.7 -3.1
H 20.3014 -9.8394 18.9771 0.0 0.6 -1.1
H 18.5762 -9.7290 18.6048 -0.1 -0.6 0.3
H 19.2828 -10.7865 16.4999 -0.5 0.3 0.3
H 20.6443 -9.6592 16.4240 0.0 -0.3 -0.1
O 13.3633 -6.2246 19.8059 3.6 -0.8 -1.6
S 14.7423 -6.6447 19.4058 -0.6 0.2 2.0
O 15.0330 -7.8489 18.6386 -0.7 1.3 0.5
O 15.5512 -5.3654 18.7469 -4.2 -2.6 -0.4
C 16.6325 -5.6598 17.8807 -4.0 6.8 1.8
C 17.0526 -4.3022 17.2978 -1.5 -5.6 1.4
C 15.6668 -6.8471 21.0456 -0.2 0.3 -1.2
H 16.4266 -6.3344 17.0496 -5.6 4.3 0.1
H 17.3920 -6.2013 18.4446 -2.7 3.9 1.8
H 18.1214 -4.3681 17.0945 -1.3 0.8 -0.5
H 16.9155 -3.5513 18.0759 -1.1 -2.9 -0.2
H 16.4784 -4.0817 16.3980 -0.4 -0.6 0.0
H 16.7279 -7.0183 20.8646 0.0 0.0 -0.3
H 15.2848 -7.7163 21.5810 -0.3 0.2 -0.2
H 15.5793 -5.9175 21.6081 -0.3 -0.2 0.0
O 19.5207 -0.1621 17.1635 -4.3 -1.4 -2.6
S 18.5755 -1.0213 16.4147 -0.3 0.0 0.8
O 17.7431 -0.3453 15.4350 0.9 -1.2 0.6
O 19.4710 -2.2320 15.6909 -2.2 2.1 0.5
C 20.7818 -2.4997 16.1566 0.9 0.2 0.2
C 20.9255 -3.9780 16.1845 -0.8 1.5 -2.6
C 17.4701 -2.1990 17.4748 1.9 4.9 -2.9
H 20.9864 -2.1478 17.1677 -0.7 0.5 -1.3
H 21.4822 -1.9783 15.5042 0.1 -0.3 -0.3
H 21.9152 -4.3181 16.4896 -1.2 2.3 -0.8
H 20.7514 -4.3900 15.1905 0.1 0.4 -0.3
H 20.1560 -4.4622 16.7857 1.1 1.2 -1.0
H 17.2592 -2.9918 16.7571 1.1 4.2 -1.1
H 16.5726 -1.6528 17.7651 0.2 0.1 -0.6
H 17.9201 -2.5756 18.3934 1.0 0.9 -1.5
O 20.6158 -2.5418 18.8954 0.5 12.4 2.8
S 21.9923 -2.3527 19.2839 4.8 7.0 1.1
O 23.0177 -3.3950 19.0393 -0.4 4.1 -1.0
O 22.5402 -0.9420 18.6712 -0.2 -1.5 -0.2
C 21.6859 0.0156 17.9262 1.5 1.0 1.0
C 22.1402 1.4753 18.2393 -0.4 -1.2 0.1
C 22.0920 -1.7756 21.0408 1.1 -0.1 -2.0
H 20.6109 -0.0747 18.0820 1.7 -0.3 1.8
H 21.7250 -0.2885 16.8802 0.8 0.6 0.1
H 21.9859 1.7801 19.2744 -0.1 -0.5 0.3
H 21.4238 2.0978 17.7032 0.5 0.2 -0.5
H 23.1952 1.6702 18.0470 -0.2 0.1 -0.5
H 21.6209 -0.7932 21.0737 0.3 0.0 -0.1
H 23.1291 -1.8109 21.3744 0.1 0.3 -0.4
H 21.4778 -2.4712 21.6126 2.2 1.2 -0.9
C 18.4190 -1.8398 20.0840 -1.9 -0.1 0.0
C 17.0687 -1.4746 20.0133 -0.2 -0.4 0.9
C 16.0080 -2.4434 20.0122 2.5 1.2 0.7
C 16.4135 -3.7821 20.0619 -1.9 2.7 2.8
C 17.7308 -4.1154 20.1836 0.5 -0.1 1.1
C 18.7622 -3.1728 20.2730 -3.1 -0.3 -1.0
H 19.2411 -1.1400 20.1143 -0.6 0.6 -0.8
H 16.8852 -0.4103 20.0072 -0.4 0.1 -0.2
H 14.9954 -2.0742 20.0809 -0.2 -0.3 -0.2
H 15.6423 -4.5219 20.2178 0.8 1.3 0.6
H 17.9406 -5.1710 20.2736 -0.5 1.2 0.6
H 19.7732 -3.4899 20.4820 -3.3 1.7 -1.9
C 21.6995 -6.1086 16.5701 4.1 1.9 -0.4
C 22.5013 -5.5025 17.5508 2.4 0.3 -0.1
C 23.7207 -4.9009 17.2736 0.9 -1.7 -0.2
C 24.2332 -4.9987 15.9760 -0.3 -1.0 -0.3
C 23.4863 -5.7094 15.0524 -0.4 0.7 -0.8
C 22.1855 -6.1640 15.2811 1.1 -0.3 -0.1
H 20.6944 -6.4073 16.8290 4.7 0.1 0.3
H 22.1378 -5.3836 18.5608 0.8 -0.2 -0.8
H 24.3280 -4.5636 18.1005 0.0 0.2 -0.4
H 25.2115 -4.7405 15.5984 0.2 0.5 0.7
H 23.9161 -5.7887 14.0648 -0.1 -0.2 -0.3
H 21.6882 -6.6410 14.4495 -0.5 -0.1 0.1
C 22.6983 -9.8790 19.0097 0.4 -1.3 -0.5
C 21.9256 -9.3667 20.0278 1.3 0.0 0.4
C 21.3563 -8.1413 19.8483 1.0 0.4 -0.7
C 21.5298 -7.4451 18.6357 0.5 -1.1 1.5
C 22.1978 -8.0190 17.5791 1.8 -2.5 0.8
C 22.8086 -9.2314 17.7993 0.4 -0.8 0.6
H 23.1421 -10.8636 19.0215 0.2 -0.1 0.6
H 21.7927 -9.8867 20.9651 0.5 0.2 -0.6
H 20.7055 -7.7714 20.6268 1.4 -0.7 -2.2
H 21.0075 -6.5108 18.4918 0.5 -1.2 0.8
H 22.4212 -7.5852 16.6156 -0.1 -1.2 0.9
H 23.4569 -9.7042 17.0764 -0.1 0.1 -0.4
C 19.6914 -6.3178 20.5717 0.2 2.2 -0.7
C 19.1069 -6.2291 19.3283 -0.3 2.0 0.8
C 19.5233 -5.2541 18.4081 0.4 1.9 3.3
C 20.4783 -4.3167 18.8074 0.8 -7.4 -0.6
C 21.1226 -4.3698 20.0546 -1.6 -7.4 -1.2
C 20.7397 -5.4593 20.9043 1.6 0.6 -2.6
H 19.4506 -7.0508 21.3274 -1.5 2.5 -2.9
H 18.2743 -6.8588 19.0515 0.4 0.5 2.1
H 19.1235 -5.1393 17.4114 0.3 0.3 2.6
H 20.8603 -3.5408 18.1604 -0.3 -5.8 -2.4
H 21.9370 -3.6689 20.1636 -0.9 -3.4 3.1
H 21.2846 -5.6285 21.8213 -0.5 0.6 -0.9
C 19.9961 -1.3642 23.4072 0.4 0.1 0.6
C 19.8875 -2.1332 22.2554 -2.3 1.6 3.2
C 20.4334 -3.3810 22.1767 -3.1 -0.8 4.0
C 21.0778 -3.9127 23.2703 0.4 -0.2 0.1
C 21.2085 -3.1706 24.4098 0.0 1.6 1.0
C 20.6146 -1.8868 24.5220 1.6 -1.5 -0.3
H 19.7326 -0.3203 23.4927 -0.6 0.1 -0.5
H 19.2375 -1.7134 21.5020 1.4 -0.2 1.4
H 20.2250 -3.9930 21.3116 0.6 0.7 3.8
H 21.5396 -4.8870 23.2081 0.1 0.1 0.4
H 21.8682 -3.4718 25.2100 -0.2 -0.4 0.2
H 20.8384 -1.3354 25.4233 -0.3 0.3 0.0